Record 1
Computed, not measured: C10H6IO3ReS2Te as an isolated structure at a distorted geometry, with wB97M-V/def2-TZVPD.

Calculated values
- LUMO level (alpha / beta): 1.70 / 1.76 eV
- HOMO-LUMO gap (alpha / beta): 5.72 / 6.59 eV
- 2S+1: 2
- Charge: -1
- M: 679.000 g/mol
- Energy relative to the best compared isomer or geometry (same formula, charge and spin): 0.00 kJ/mol
- HOMO (alpha / beta): -0.148 / -0.177 Eh
- Max |F|: 1.4 eV/Å

```
24
Properties=species:S:1:pos:R:3:lowdin_charge:R:1
Re -1.91 1.23 0.78 0.00
I -2.83 -1.02 -0.54 1.04
Te -2.78 3.12 -0.55 0.07
S -2.05 0.73 2.90 0.24
S -1.75 1.19 5.06 0.16
O -1.54 -0.16 5.52 -0.39
O -0.60 2.05 5.09 -0.38
O -3.01 1.78 5.40 -0.38
C 2.43 0.28 -1.38 -0.05
C 0.09 -0.36 -1.06 -0.24
C -0.72 -2.42 -2.13 -0.17
C -0.91 -1.31 -1.36 -0.60
C 0.96 1.63 -0.04 -0.13
C -0.13 0.81 -0.24 -0.36
C 1.36 -0.62 -1.63 -0.17
C 1.57 -1.76 -2.44 -0.05
C 2.23 1.38 -0.60 -0.08
C 0.56 -2.65 -2.69 -0.09
H 3.40 0.07 -1.81 0.11
H -1.53 -3.11 -2.31 0.09
H 2.55 -1.92 -2.87 0.11
H 0.72 -3.53 -3.30 0.10
H 3.05 2.06 -0.39 0.10
H 0.83 2.52 0.56 0.09
```


Record 2
Computed, not measured: an isolated molecule of C10H6N2 at a distorted geometry, with wB97M-V/def2-TZVPD.

Calculated values
- LUMO level: -1.20 eV
- HOMO-LUMO gap: 7.25 eV
- M: 154.172 g/mol
- Energy relative to the best compared isomer or geometry (same formula, charge and spin): 837.08 kJ/mol
- HOMO: -0.311 Eh
- SMILES: C#Cc1cccc2nccnc12
- Max |F|: 6.8 eV/Å

```
18
Properties=species:S:1:pos:R:3:lowdin_charge:R:1
N -1.52 -0.97 -0.62 0.07
N -1.74 2.05 0.49 0.06
C 2.41 -0.13 0.06 -0.02
C -0.51 1.29 0.33 -0.17
C 1.16 -2.36 -0.86 -0.09
C 1.07 -0.84 -0.33 -0.12
C 2.29 1.38 0.63 -0.05
C -2.85 1.20 0.12 -0.08
C -2.77 -0.28 -0.42 -0.07
C 1.10 -3.69 -0.85 0.06
C 0.86 2.04 0.74 0.00
C -0.37 -0.17 -0.21 -0.14
H 0.80 3.13 1.14 0.10
H 3.41 -0.69 -0.04 0.10
H -3.74 -0.84 -0.68 0.11
H 3.27 1.89 0.95 0.09
H 1.07 -4.84 -0.72 0.06
H -3.91 1.66 0.21 0.11
```


Record 3
Computed, not measured: C10H6NO5SYb as an isolated structure at a distorted geometry, with wB97M-V/def2-TZVPD.

Calculated values
- LUMO level (alpha / beta): -8.44 / -8.62 eV
- HOMO-LUMO gap (alpha / beta): 7.39 / 7.24 eV
- 2S+1: 2
- Charge: +2
- M: 425.267 g/mol
- Energy relative to the best compared isomer or geometry (same formula, charge and spin): 0.00 kJ/mol
- HOMO (alpha / beta): -0.582 / -0.583 Eh
- Max |F|: 5.5 eV/Å

```
24
Properties=species:S:1:pos:R:3:lowdin_charge:R:1
Yb 0.16 -1.63 0.20 0.55
S 2.05 -0.13 0.51 0.64
O 1.27 -4.11 1.73 0.12
O -2.39 0.61 -0.46 0.18
O 0.52 -2.17 -3.22 0.19
O -2.44 -4.34 -0.23 0.18
O -0.95 -1.82 3.51 0.20
N 0.97 1.73 -1.12 0.08
C 0.31 1.95 1.15 -0.09
C 1.19 -3.80 0.57 -0.14
C -0.74 -1.83 2.40 -0.01
C -0.26 3.65 -0.46 -0.01
C 0.22 -2.05 -2.12 -0.02
C -1.72 -0.30 -0.26 -0.02
C -0.31 3.15 0.85 0.02
C 0.99 1.21 0.18 -0.73
C 0.39 2.95 -1.45 0.01
C -1.70 -3.50 -0.09 -0.01
H 0.31 1.50 2.15 0.13
H -0.74 4.60 -0.71 0.14
H 0.48 3.25 -2.51 0.16
H -0.83 3.71 1.66 0.15
H 1.47 1.23 -1.83 0.14
H 1.72 -3.86 -0.46 0.14
```


Record 4
Computed, not measured: C10H7Cl2NO5Se4Ti as an isolated structure at a distorted geometry, with wB97M-V/def2-TZVPD.

Calculated values
- LUMO level: -1.67 eV
- HOMO-LUMO gap: 6.25 eV
- M: 655.781 g/mol
- HOMO: -0.291 Eh
- Max |F|: 1.4 eV/Å

```
30
Properties=species:S:1:pos:R:3:lowdin_charge:R:1
Se 3.47 -1.56 1.01 0.15
Se 3.47 -2.49 -2.50 0.10
Se 1.61 -1.11 -2.95 0.41
Se 4.77 -1.35 -0.94 0.05
Ti 1.46 -0.51 -0.22 0.57
Cl -5.87 -0.47 0.36 0.68
Cl -1.96 2.04 -2.32 0.76
O 0.14 -3.26 -1.28 0.09
O -0.17 0.38 -0.66 -0.20
O 0.28 -1.45 1.18 -0.13
O 2.55 0.88 -0.87 -0.32
O 2.56 3.12 -1.11 0.13
N 1.48 1.05 1.47 -0.03
C -1.88 -0.74 0.54 -0.12
C -2.43 0.89 -1.14 -0.57
C -0.94 -1.49 1.32 -0.12
C -3.76 0.68 -0.88 -0.09
C 0.84 -2.37 -1.12 -0.53
C 2.39 2.15 1.08 -0.11
C 2.50 2.14 -0.43 -0.57
C -3.25 -0.95 0.80 -0.05
C -1.44 0.17 -0.43 -0.32
C -4.17 -0.25 0.08 -0.65
H 1.76 0.64 2.34 0.09
H 2.06 3.12 1.43 0.13
H -4.50 1.23 -1.44 0.11
H -3.56 -1.67 1.55 0.12
H 0.54 1.42 1.58 0.11
H 3.37 1.93 1.48 0.13
H -1.33 -2.16 2.10 0.15
```


Record 5
Computed, not measured: an isolated molecule of C10H7ClO2 at a distorted geometry, with wB97M-V/def2-TZVPD.

Calculated values
- LUMO level: -0.74 eV
- HOMO-LUMO gap: 8.20 eV
- M: 194.617 g/mol
- Energy relative to the best compared isomer or geometry (same formula, charge and spin): 0.00 kJ/mol
- HOMO: -0.328 Eh
- SMILES: C=C1OC(=O)c2cc(C)c(Cl)cc21
- Max |F|: 5.2 eV/Å

```
20
Properties=species:S:1:pos:R:3:lowdin_charge:R:1
Cl -0.56 -2.23 2.74 0.60
O 1.08 2.51 -1.15 0.09
O 0.42 1.39 -3.08 0.12
C 1.16 3.30 1.11 0.15
C -0.24 -0.95 -1.18 0.02
C 0.36 0.93 0.32 -0.10
C -1.31 -2.93 -0.34 -0.07
C -0.32 -1.22 1.23 -0.47
C 0.15 0.11 1.45 -0.01
C 0.36 0.31 -1.00 -0.04
C -0.59 -1.65 -0.09 -0.31
C 0.69 1.40 -1.89 -0.37
C 0.82 2.27 0.20 -0.25
H -0.90 -3.50 -1.15 0.08
H -1.25 -3.66 0.48 0.06
H -0.35 -1.30 -2.25 0.17
H -2.36 -2.67 -0.61 0.11
H 0.30 0.57 2.41 0.11
H 0.89 3.22 2.14 0.05
H 1.66 4.11 0.66 0.05
```


Record 6
Computed, not measured: a 2-piece molecular cluster, C10H7F8IO4 overall, with wB97M-V/def2-TZVPD.

Calculated values
- LUMO level: -1.06 eV
- HOMO-LUMO gap: 9.06 eV
- M: 470.050 g/mol
- HOMO: -0.372 Eh
- SMILES: FC(F)C(F)(F)COC(F)(F)C(F)F.CC1=C(I)C(=O)OC1=O
- Max |F|: 0.5 eV/Å

```
30
Properties=species:S:1:pos:R:3:lowdin_charge:R:1
I -6.12 0.16 -1.42 1.01
F -0.16 -0.23 -1.53 0.13
F 2.99 0.57 1.94 0.15
F 3.65 2.61 1.47 0.09
F 4.30 -0.25 -0.44 0.10
F 2.29 -1.79 0.43 0.10
F 5.52 0.74 1.08 0.10
F 1.99 -0.05 -1.86 0.15
F 1.25 -2.58 -1.33 0.10
O -1.75 -1.46 1.30 0.17
O -4.95 -3.09 -1.22 0.17
O -2.98 -2.49 -0.29 0.14
O 1.05 0.68 0.05 0.05
C 3.28 1.40 0.93 -0.44
C -3.34 1.11 0.67 -0.02
C 1.06 -0.28 -0.91 -0.54
C -4.24 -2.24 -0.79 -0.48
C -4.51 -0.78 -0.59 -0.63
C -2.63 -1.40 0.49 -0.39
C 2.03 1.70 0.09 -0.04
C 4.53 0.92 0.19 -0.31
C 1.17 -1.69 -0.32 -0.28
C -3.55 -0.27 0.17 -0.23
H -3.50 1.83 -0.13 0.08
H 2.30 2.06 -0.90 0.15
H 0.30 -1.90 0.30 0.15
H -2.34 1.21 1.09 0.09
H -4.05 1.33 1.47 0.10
H 4.85 1.67 -0.55 0.17
H 1.54 2.52 0.62 0.15
```